A 2-piece molecular cluster, C13H16NP overall, computed with ωB97M-V with the def2-TZVPD basis set.

Geometry as XYZ:
```
31
Properties=species:S:1:pos:R:3:forces:R:3:mulliken_charge:R:1
N -3.391 -0.261 1.349 -1.6702 -0.4629 1.7099 -0.4521
C -2.199 -0.143 1.259 -0.4581 -0.0941 -0.3397 0.3861
P -0.657 0.130 0.790 1.2922 -0.3683 -0.4079 -0.0947
C -0.316 1.534 1.889 -1.5969 -0.4628 0.8644 0.6494
C -1.194 1.852 2.935 -0.6152 1.5985 0.6163 -0.4896
C -0.932 2.984 3.753 1.5018 -1.6050 -2.6188 -0.5156
C 0.234 3.712 3.560 -0.5431 -0.6864 -1.0355 -0.4420
C 1.121 3.350 2.496 0.6697 1.6735 2.1782 -0.5594
C 0.830 2.281 1.707 0.3836 -0.1014 -0.1639 -0.3604
H -3.869 -0.697 2.193 0.9567 0.3602 -1.4695 0.3109
H -2.211 1.419 3.062 1.1358 -0.0991 -0.2005 0.1488
H -1.633 3.380 4.408 -1.2596 0.2042 1.2869 0.4091
H 0.175 4.569 4.200 1.3679 0.6976 -0.0566 0.3248
H 2.115 3.849 2.352 -1.2537 -0.2205 0.1597 0.2929
H 1.553 2.057 0.949 0.0742 -0.3914 -0.4876 0.3434
C 2.043 -1.792 -3.032 -2.3776 0.0080 1.1238 -0.5852
C 1.905 -2.793 -2.198 -1.0915 0.7450 -0.0943 -0.4664
C 0.771 -2.753 -1.268 0.4580 -1.1876 1.4802 -0.5889
C -0.531 -2.388 -1.900 -0.5710 -0.0496 2.1553 -0.7322
C -0.457 -1.131 -2.665 1.9644 -0.9789 -3.0995 -0.6596
C 1.017 -0.701 -2.967 0.8448 2.1213 -0.4842 -0.3265
H 2.854 -1.889 -3.631 2.2180 0.6804 -2.3425 0.5133
H 2.585 -3.576 -2.221 1.1119 -1.4526 0.1991 0.4768
H 0.962 -1.971 -0.591 0.5593 1.0167 1.3791 0.0550
H 0.780 -3.679 -0.679 -0.5536 0.1455 -0.0695 0.4246
H -1.371 -2.371 -1.217 0.0317 0.1804 0.8070 0.3105
H -0.756 -3.234 -2.442 -0.7583 -1.5456 -2.1710 0.4761
H -0.918 -1.437 -3.613 0.2143 0.6428 -0.3053 0.2787
H -0.949 -0.254 -2.404 -1.1926 1.1781 1.3454 0.4363
H 1.001 -0.070 -3.906 0.1563 -0.6667 0.9140 0.3345
H 1.436 0.022 -2.167 -0.9991 -0.8793 -0.8732 0.1014
```
Positions in Å, forces in eV/Å.

Properties
* HOMO-LUMO gap: 8.292 eV
* calculated total energy: -24515.7279 eV
* SMILES: N=C=Pc1ccccc1.C1=CCCCC1
* ΔE to the lowest compared entry with this formula, charge and spin: 165.16 kJ/mol

=====

C4H5I3 as an isolated structure, computed with ωB97M-V with the def2-TZVPD basis set.

Geometry as XYZ:
```
12
Properties=species:S:1:pos:R:3:forces:R:3:mulliken_charge:R:1
C -2.516 -0.663 0.391 -1.8215 -1.1833 0.5909 -0.3226
C -1.548 -0.065 -0.144 1.1551 2.1022 -2.1324 -0.2928
C 1.969 0.868 0.228 2.0625 1.1507 -0.7229 -0.4539
C 1.684 -0.540 0.222 -1.5653 -2.7962 1.6114 -0.5281
I -4.705 -0.420 -0.365 1.5078 -0.2187 0.6131 -0.0179
I -1.246 1.256 -1.725 -0.4039 -0.4518 0.8360 0.2205
I 1.236 -1.520 -1.552 0.5138 -0.1645 0.0934 0.0715
H -2.325 -1.417 1.148 -0.7752 0.0269 0.0799 0.4008
H 1.049 1.360 -0.191 1.2743 0.3743 0.2352 0.0084
H 2.194 1.199 1.268 -0.3563 -0.0132 -0.7248 0.2673
H 2.983 1.039 -0.405 -2.5363 0.0941 1.0982 0.2548
H 1.229 -1.097 1.125 0.9449 1.0794 -1.5780 0.3920
```
Positions in Å, forces in eV/Å.

Properties
* HOMO-LUMO gap (alpha / beta): 8.333 / 5.675 eV
* calculated total energy: -28525.4182 eV
* ΔE to the lowest compared entry with this formula, charge and spin: 400.38 kJ/mol

=====

A 2-piece molecular cluster, C8H14N3OS2 overall, computed with ωB97M-V with the def2-TZVPD basis set.

Geometry as XYZ:
```
28
Properties=species:S:1:pos:R:3:forces:R:3:mulliken_charge:R:1
C -2.892 1.608 0.078 0.7128 1.7129 -0.7172 -0.5492
C -1.934 2.384 -0.518 -0.9911 -0.9551 0.2800 -0.5769
C -2.623 0.207 0.380 2.8875 3.1391 -2.1476 0.6387
C 3.586 0.105 0.298 1.0741 -0.0274 -1.6703 0.4298
C -0.577 1.779 -0.825 -1.3444 1.8971 0.3210 -0.3553
C -0.429 0.366 -0.467 -1.7195 -0.2295 -0.4385 0.3481
C 0.893 -1.678 -0.901 1.8698 0.2595 0.3710 -0.7531
C -3.054 -1.762 1.351 0.5732 -1.1777 2.4165 -0.6715
N -1.473 -0.325 0.023 0.6755 -1.2390 0.7697 -0.2964
N 2.948 0.868 -0.512 1.7631 0.7802 0.2174 -0.6483
N 0.626 -0.220 -0.938 -1.4868 -2.7821 0.8738 -0.0003
O -3.520 -0.443 0.975 -0.1017 -1.6634 0.2409 -0.3218
S 3.021 -0.483 1.825 -0.6552 0.5778 0.1562 -0.1477
S 5.196 -0.494 -0.248 -0.9900 1.6804 -1.4210 -0.1503
H -3.841 2.020 0.366 -0.2878 0.0600 0.0325 0.4662
H -2.038 3.481 -0.796 -0.1815 -1.6480 0.5882 0.3867
H -0.465 1.738 -1.911 0.4468 0.8679 0.0041 0.3353
H 0.033 2.521 -0.291 0.9282 -0.5996 -0.6249 0.3498
H 1.096 -1.997 -1.931 -0.4002 -0.1360 0.3069 0.3348
H 1.853 -1.841 -0.333 -0.8639 0.3069 -0.6353 0.2613
H 0.176 -2.296 -0.370 -0.4858 0.4761 -0.3590 0.2382
H -2.557 -1.645 2.411 -0.0579 -0.2269 -2.4621 0.2930
H -2.532 -2.419 0.573 -0.6069 1.6188 1.1929 0.2477
H -3.951 -2.217 1.654 -1.2763 -0.9019 -0.0384 0.3552
H 3.656 1.175 -1.227 -1.1448 -0.3080 0.4193 0.1503
H 1.379 0.332 -1.270 0.8202 0.7817 -0.0760 0.3585
H 2.091 0.508 1.876 0.1659 -0.4713 0.2038 0.1529
H 5.334 -1.270 0.728 0.6770 -1.7926 2.1961 0.1242
```
Positions in Å, forces in eV/Å.

Properties
* HOMO-LUMO gap: 8.948 eV
* calculated total energy: -36703.1469 eV
* ΔE to the lowest compared entry with this formula, charge and spin: 13.78 kJ/mol
* net charge: +1

=====

One molecule with the formula C5H3FS2, computed with ωB97M-V with the def2-TZVPD basis set.

Geometry as XYZ:
```
11
Properties=species:S:1:pos:R:3:forces:R:3:mulliken_charge:R:1
C 2.082 -0.589 0.027 3.4383 1.9315 -0.8744 -0.5592
C 0.809 -0.333 -0.001 -2.3342 -1.5822 1.0403 0.3947
C 0.137 0.926 0.232 -3.4650 -0.7392 -1.7986 -0.6782
C -1.216 0.636 -0.083 1.7079 4.8617 1.3231 0.4481
F -2.038 1.723 -0.214 0.3542 -1.1069 0.1466 -0.2425
C -1.828 -0.663 -0.079 -0.3039 0.3322 0.2304 0.1878
S -3.433 -0.944 0.089 0.6642 -0.1108 -0.2796 -0.2218
S -0.507 -1.727 -0.100 2.0202 0.0112 -0.1794 -0.1724
H 2.745 -1.360 -0.349 -0.9083 -0.7479 0.4022 0.3307
H 2.708 0.342 0.137 -0.6437 -0.8630 0.1866 0.2059
H 0.541 1.991 0.341 -0.5297 -1.9865 -0.1972 0.3068
```
Positions in Å, forces in eV/Å.

Properties
* HOMO-LUMO gap: 7.432 eV
* calculated total energy: -29619.0968 eV
* SMILES: C=C1C=C(F)C(=S)S1
* ΔE to the lowest compared entry with this formula, charge and spin: 122.01 kJ/mol